No. 1
Computed, not measured: the ion C15H14Cl2N5O with charge +1, with ωB97M-V/def2-TZVPD.

The strongest force on any atom comes out at 3.1 eV/A. Its energy above the lowest of the compared OMol25 structures with the same formula, charge and spin is 0.0 kJ/mol. Its charge is +1. The value obtained for the HOMO energy is -11.782 eV. As for the SMILES: COc1ccc(CCn2nnn[n+]2-c2ccc(Cl)c(Cl)c2)cc1.

CARTESIAN COORDINATES (ANGSTROEM)
Cl (2.74710, 2.60912, -1.31814)
Cl (1.93156, 2.21248, -4.39410)
O (0.43332, 3.17695, 1.34996)
N (1.12666, -3.55462, 1.06578)
N (1.60079, -2.38713, 0.55623)
N (0.75379, -1.97713, -0.30749)
N (-0.36032, -2.89377, -0.33340)
N (-0.01013, -3.86586, 0.54140)
C (2.00748, 1.13449, -1.87018)
C (0.61551, -1.17286, -2.63394)
C (1.02587, -1.00601, -1.29895)
C (-1.02165, 1.75071, 0.19220)
C (-2.33436, -1.83295, 0.78147)
C (-1.62626, -0.46584, 1.01269)
C (-1.77443, -2.51216, -0.47406)
C (-0.92452, -0.17325, 2.20616)
C (1.78769, 0.11157, -0.96259)
C (0.96686, -0.22230, -3.60842)
C (-0.29265, 1.07619, 2.36536)
C (1.63849, 0.94626, -3.18941)
C (-0.31576, 2.01399, 1.33040)
C (-1.66990, 0.53005, 0.04625)
C (1.04978, 3.61528, 2.58192)
H (-2.34895, -3.39752, -0.68157)
H (0.04184, -2.06809, -2.90184)
H (-3.39911, -1.67881, 0.63778)
H (0.29494, 1.30079, 3.26420)
H (-1.94079, -1.86059, -1.30504)
H (1.86015, 2.92120, 2.87601)
H (-2.20124, -2.46319, 1.64432)
H (-1.12500, 2.53208, -0.54714)
H (0.34180, 3.60921, 3.41441)
H (-0.88933, -0.92769, 2.99525)
H (-2.20447, 0.38882, -0.87664)
H (1.51264, 4.58533, 2.41282)
H (2.04844, 0.26288, 0.09048)
H (0.65414, -0.31765, -4.66218)

Atom charges from the Löwdin analysis, given in e for atoms 1 to 2: atom 1 (Cl): 0.738, atom 2 (Cl): 0.696

***

No. 2
Computed, not measured: an isolated molecule of C15H14ClN3O, with ωB97M-V/def2-TZVPD.

The strongest force on any atom comes out at 5.6 eV/A. Its energy above the lowest of the compared OMol25 structures with the same formula, charge and spin is 189.5 kJ/mol. Its charge is 0. The value obtained for the HOMO energy is -8.116 eV. As for the SMILES: C#CCCNc1nc(Cl)cn(Cc2ccccc2)c1=O.

CARTESIAN COORDINATES (ANGSTROEM)
Cl (1.89389, -3.69972, 0.79024)
O (-1.56264, 0.46381, -0.81480)
N (0.33166, -0.74763, -2.77564)
N (0.97829, -1.99492, -1.07070)
N (-0.54080, -0.53560, 0.92969)
C (0.20958, 1.95401, 2.49768)
C (-0.66382, 0.12681, -6.51927)
C (0.19684, 2.90952, 4.82753)
C (1.29098, -1.10884, -5.24619)
C (-0.76916, 2.00069, 5.15999)
C (-1.27497, 1.12455, 4.22583)
C (0.79241, -1.65034, -3.79960)
C (-0.81141, 1.04964, 2.92225)
C (0.40826, -0.91358, -1.36373)
C (0.71201, 2.88493, 3.46604)
C (0.29680, -1.62507, 1.27872)
C (-0.61148, -0.19208, -0.40972)
C (0.92860, -2.34591, 0.29642)
C (-1.39950, 0.00457, 2.03178)
C (0.26783, -0.44812, -5.94758)
H (0.41205, -2.03878, 2.26557)
H (1.97459, -0.18666, -5.05096)
H (-1.53401, -0.88762, 2.65100)
H (1.51592, 3.60154, 3.16702)
H (1.59744, -2.26921, -3.44347)
H (-0.99628, 2.01519, 6.25077)
H (-1.50319, 0.65951, -6.98731)
H (-0.09286, -2.31319, -3.96980)
H (0.72450, 1.85620, 1.54881)
H (-2.45043, 0.26990, 1.65047)
H (0.37189, 3.56519, 5.60409)
H (1.89518, -1.86379, -5.81839)
H (-0.49475, -0.17689, -2.92909)
H (-2.09345, 0.51191, 4.58232)

Atom charges from the Löwdin analysis, given in e for atoms 1 to 2: atom 1 (Cl): 0.653, atom 2 (O): 0.062

***

No. 3
Computed, not measured: an isolated molecule of C15H14ClN3O3S, with ωB97M-V/def2-TZVPD.

The strongest force on any atom comes out at 0.8 eV/A. Its energy above the lowest of the compared OMol25 structures with the same formula, charge and spin is 0.0 kJ/mol. Its charge is 0. The value obtained for the HOMO energy is -8.253 eV. As for the SMILES: COc1ccccc1NS(=O)(=O)c1ccc2nc(CCl)[nH]c2c1.

CARTESIAN COORDINATES (ANGSTROEM)
Cl (-6.05972, 1.99298, 0.39427)
S (1.26110, -1.56741, -0.27072)
O (0.90874, -2.07234, -1.56189)
O (2.12580, -2.35511, 0.56002)
O (4.06176, 1.33879, 0.34230)
N (-3.67980, -0.06462, 2.52058)
N (1.89434, -0.00875, -0.43983)
N (-3.71832, -0.04788, 0.29354)
C (2.72097, -0.05162, -2.72896)
C (-2.45330, -0.43961, 0.64098)
C (-1.30536, -0.82647, 2.76233)
C (4.00484, 1.03171, -0.99534)
C (2.87021, 0.30325, -1.39942)
C (-4.39849, 0.16444, 1.46071)
C (3.68813, 0.30073, -3.65739)
C (5.19192, 2.02633, 0.81952)
C (4.79892, 1.01857, -3.26222)
C (4.95820, 1.38738, -1.93402)
C (-0.19183, -1.17267, 2.02538)
C (-5.81598, 0.59251, 1.48652)
C (-0.21969, -1.14778, 0.63363)
C (-2.44893, -0.45304, 2.06167)
C (-1.33162, -0.78492, -0.09383)
H (5.03740, 2.13686, 1.89186)
H (-6.09088, 0.89375, 2.49584)
H (2.18239, 0.32465, 0.47163)
H (-6.47970, -0.19891, 1.13371)
H (-4.07221, 0.10811, -0.63606)
H (-1.30564, -0.84301, 3.83948)
H (3.56634, 0.01222, -4.68986)
H (5.83491, 1.94442, -1.64352)
H (6.11096, 1.45902, 0.64320)
H (5.28112, 3.01742, 0.36321)
H (-1.29955, -0.79503, -1.17063)
H (1.85656, -0.62401, -3.01906)
H (0.72209, -1.48874, 2.50258)
H (5.55400, 1.29805, -3.98118)

Atom charges from the Löwdin analysis, given in e for atoms 1 to 2: atom 1 (Cl): 0.561, atom 2 (S): 0.683

***

No. 4
Computed, not measured: an isolated molecule of C15H14ClNO, with ωB97M-V/def2-TZVPD.

The strongest force on any atom comes out at 0.6 eV/A. Its energy above the lowest of the compared OMol25 structures with the same formula, charge and spin is 53.4 kJ/mol. Its charge is 0. The value obtained for the HOMO energy is -8.183 eV. As for the SMILES: Cc1ccc(C(=O)CNc2cccc(Cl)c2)cc1.

CARTESIAN COORDINATES (ANGSTROEM)
Cl (4.67036, 0.01347, -1.51964)
O (-2.21396, 3.21940, -0.68895)
N (0.67422, 2.13860, 0.84808)
C (0.11358, 2.84625, -0.27897)
C (2.56113, 1.07266, -0.24139)
C (-0.63595, 0.02688, -1.04780)
C (-1.32621, 2.40735, -0.56062)
C (3.48791, 0.04818, -0.25453)
C (1.58987, 1.11751, 0.76266)
C (2.54671, -0.88418, 1.71920)
C (-2.79078, 0.48008, -0.09018)
C (-0.91288, -1.32426, -1.00545)
C (3.49643, -0.94283, 0.71190)
C (1.60623, 0.12340, 1.74748)
C (-2.11690, -1.79624, -0.49135)
C (-2.40009, -3.26482, -0.45498)
C (-1.56923, 0.94819, -0.57447)
C (-3.05497, -0.87335, -0.04185)
H (0.29682, 0.35900, -1.47550)
H (-0.18118, -2.02753, -1.37557)
H (-4.00067, -1.22032, 0.34885)
H (4.22812, -1.73304, 0.67942)
H (0.71652, 2.67633, -1.17150)
H (0.02879, 2.04480, 1.62015)
H (-3.51779, 1.19829, 0.25934)
H (-1.51208, -3.82081, -0.16179)
H (-3.20660, -3.49091, 0.23787)
H (2.61141, 1.83618, -1.00137)
H (0.86650, 0.15147, 2.53465)
H (-2.69629, -3.60905, -1.44626)
H (2.53863, -1.64372, 2.48626)
H (0.10236, 3.92301, -0.07368)

Atom charges from the Löwdin analysis, given in e for atoms 1 to 2: atom 1 (Cl): 0.670, atom 2 (O): 0.103

***

No. 5
Computed, not measured: an isolated molecule of C15H14N2O2, with ωB97M-V/def2-TZVPD.

The strongest force on any atom comes out at 4.2 eV/A. Its energy above the lowest of the compared OMol25 structures with the same formula, charge and spin is 325.4 kJ/mol. Its charge is 0. The value obtained for the HOMO energy is -9.486 eV. As for the SMILES: O=C1c2ccccc2CC[C@@H]1[C@H](O)c1cccnn1.

CARTESIAN COORDINATES (ANGSTROEM)
O (0.11021, -0.23805, 3.08372)
O (2.07210, 0.76187, 1.74549)
N (-3.24017, 0.09108, 1.74801)
N (-4.48044, -0.60135, 1.61614)
C (0.00882, 0.21485, 0.72744)
C (-0.76251, 0.95416, -0.46452)
C (-4.48644, -1.95524, 1.64000)
C (-2.09802, -2.01870, 1.78475)
C (-3.29454, -2.69335, 1.62602)
C (4.11930, 0.96616, -2.04741)
C (-2.10497, -0.56098, 1.91586)
C (1.50413, 0.52652, 0.68694)
C (-0.11236, 0.60632, -1.81464)
C (3.55335, 0.79162, -0.76978)
C (2.19507, 0.60960, -0.61305)
C (1.37126, 0.62159, -1.78678)
C (-0.80101, 0.21672, 2.08014)
C (3.41734, 0.99102, -3.21087)
C (1.96856, 0.81984, -3.05651)
H (-0.61255, 2.01541, -0.32163)
H (4.17686, 0.87497, 0.11238)
H (-0.42640, -0.38263, -2.20980)
H (-1.88748, 0.86076, -0.47699)
H (0.03364, -0.84241, 0.36933)
H (-1.17011, -2.58360, 1.93875)
H (3.85551, 1.06237, -4.26030)
H (5.11208, 1.27446, -2.24163)
H (-0.39810, 1.34942, -2.58322)
H (-5.52555, -2.33246, 1.80845)
H (1.35759, 0.89744, -3.94704)
H (-3.31704, -3.77129, 1.69079)
H (1.00537, 0.22087, 2.93339)
H (-1.14348, 1.25304, 2.29654)

Atom charges from the Löwdin analysis, given in e for atoms 1 to 2: atom 1 (O): -0.057, atom 2 (O): 0.084

***

No. 6
Computed, not measured: an isolated molecule of C15H14N4O3S, with ωB97M-V/def2-TZVPD.

The strongest force on any atom comes out at 1.3 eV/A. Its energy above the lowest of the compared OMol25 structures with the same formula, charge and spin is 262.7 kJ/mol. Its charge is 0. The value obtained for the HOMO energy is -9.447 eV. As for the SMILES: CN(Cc1nc(-c2ccccn2)no1)S(=O)(=O)c1ccccc1.

CARTESIAN COORDINATES (ANGSTROEM)
S (1.63941, -1.09877, -1.53653)
O (1.70198, 2.19172, -0.09328)
O (1.96805, -0.75545, -0.18156)
O (2.47930, -2.05054, -2.19802)
N (1.45906, 2.17062, 1.23937)
N (-1.36755, 0.46145, 2.64781)
N (-0.20213, 1.14667, 0.17380)
N (1.66195, 0.30012, -2.52466)
C (-2.68011, -2.39729, -1.94287)
C (-1.84735, -2.37403, -3.05247)
C (0.25960, 1.76138, 3.82889)
C (3.01733, 0.80300, -2.63853)
C (-1.93268, 0.16836, 3.80195)
C (0.32379, 1.53322, 1.37184)
C (0.67234, 1.28857, -2.14282)
C (-0.06551, -1.61215, -1.66342)
C (-0.52785, -1.97852, -2.91371)
C (-0.87840, -1.64156, -0.54802)
C (-1.46780, 0.63295, 5.02473)
C (0.68398, 1.55175, -0.67819)
C (-2.19930, -2.03512, -0.69497)
C (-0.34473, 1.44710, 5.03266)
C (-0.29290, 1.24280, 2.65647)
H (-2.22593, -2.66318, -4.02120)
H (-1.96816, 0.36345, 5.94188)
H (0.15331, -1.95176, -3.74909)
H (3.06718, 1.51297, -3.46415)
H (-2.84813, -2.05305, 0.16640)
H (-3.70995, -2.70306, -2.05441)
H (0.05250, 1.82819, 5.96235)
H (3.36315, 1.28108, -1.71630)
H (3.65112, -0.05388, -2.85414)
H (0.87156, 2.20901, -2.69826)
H (-0.48287, -1.34617, 0.40920)
H (-2.80288, -0.47266, 3.74264)
H (-0.31813, 0.90837, -2.40353)
H (1.13676, 2.38444, 3.77014)

Atom charges from the Löwdin analysis, given in e for atoms 1 to 2: atom 1 (S): 0.693, atom 2 (O): 0.041

***

Question: Which of these has the highest charge?
Answer: C15H14Cl2N5O

***

Question: Among the records above, which one has the lowest strongest force on any atom?
Answer: C15H14ClNO